C46H71N3O20S7 | wB97M-V/def2-TZVPD

relative energy (zero: lowest compared OMol25 entry of this formula, charge and spin)	0.0	kJ/mol
largest force on an atom	3.94	eV/A
charge	0
SMILES	O=[N+]([O-])c1ccccc1.O=[N+]([O-])c1ccccc1.O=[N+]([O-])c1ccccc1.O=S1(=O)CCCC1.O=S1(=O)CCCC1.O=S1(=O)CCCC1.O=S1(=O)CCCC1.O=S1(=O)CCCC1.O=S1(=O)CCCC1.O=S1(=O)CCCC1
HOMO energy	-9.5	eV
orbital gap	9.0	eV

Geometry as XYZ:
```
147
Properties=species:S:1:pos:R:3:forces:R:3:lowdin_charge:R:1
O -1.413 5.280 -6.805 -0.93 0.63 -1.64 0.06
N -2.385 5.224 -7.570 0.47 0.62 0.40 -0.30
O -2.616 5.995 -8.536 0.39 -2.22 2.31 0.06
C -3.339 4.149 -7.148 -1.41 -1.17 -2.06 -0.12
C -4.418 3.756 -7.974 -0.59 0.71 1.43 0.01
C -5.420 2.909 -7.413 0.62 0.25 0.92 -0.05
C -5.206 2.244 -6.185 0.33 0.97 -1.28 -0.05
C -3.979 2.448 -5.570 -1.79 -1.53 0.73 -0.10
C -3.138 3.391 -6.007 2.57 1.61 0.37 -0.04
H -4.596 4.258 -8.913 0.01 0.05 -0.03 0.11
H -6.430 2.914 -7.795 0.17 -0.31 -0.68 0.10
H -5.952 1.645 -5.684 -0.15 -0.11 -0.31 0.11
H -3.747 1.888 -4.677 0.15 0.04 0.10 0.10
H -2.269 3.536 -5.382 0.23 0.37 -0.24 0.12
O -1.526 0.584 -3.651 -0.58 -0.42 1.20 0.07
N -1.922 0.302 -2.526 0.57 0.03 1.29 -0.32
O -3.072 0.075 -2.175 0.50 0.13 -1.02 0.06
C -0.920 0.323 -1.368 -1.70 -0.55 1.05 -0.12
C -1.428 0.362 -0.018 -0.32 1.14 -1.61 -0.01
C -0.598 0.637 1.041 1.50 0.24 0.23 -0.06
C 0.769 0.698 0.789 1.72 -0.22 -2.83 -0.05
C 1.255 0.524 -0.528 -0.70 -0.80 0.01 -0.04
C 0.416 0.265 -1.619 0.40 0.50 0.36 -0.01
H -2.493 0.377 0.165 -0.10 -0.10 -0.31 0.11
H -0.884 0.921 2.043 -0.67 -0.46 0.05 0.09
H 1.663 0.825 1.381 -0.80 0.37 1.30 0.09
H 2.314 0.489 -0.740 0.18 0.06 0.35 0.08
H 0.792 0.035 -2.605 0.02 0.29 -0.12 0.13
O -5.609 -2.423 -9.585 0.79 0.12 0.36 0.07
N -4.914 -3.171 -8.925 -0.34 -1.73 1.00 -0.34
O -5.003 -4.410 -8.964 0.22 1.54 -0.20 0.04
C -3.958 -2.655 -7.900 1.13 1.21 1.22 -0.10
C -3.352 -3.521 -6.942 -1.05 -0.53 -1.57 -0.02
C -2.467 -3.069 -6.016 0.72 1.68 0.79 -0.09
C -2.102 -1.728 -5.977 -0.32 1.04 -1.44 -0.04
C -2.643 -0.830 -6.951 -0.23 -0.89 0.82 -0.05
C -3.623 -1.255 -7.837 -0.53 -2.40 -0.38 0.00
H -3.472 -4.590 -6.847 -0.77 -0.06 -0.83 0.11
H -2.033 -3.731 -5.281 -0.04 -0.16 -0.04 0.10
H -1.385 -1.373 -5.251 -0.01 0.03 0.03 0.08
H -2.381 0.216 -7.021 0.23 0.04 0.43 0.10
H -4.155 -0.588 -8.500 0.21 0.14 -0.12 0.11
O 4.187 -1.476 -0.094 -1.07 1.56 0.32 -0.36
S 4.499 -2.868 0.028 1.55 -0.03 -0.01 0.71
O 4.554 -3.463 1.368 -0.07 0.27 -1.70 -0.34
C 3.504 -3.800 -1.237 2.46 -0.14 1.56 -0.19
C 4.536 -4.040 -2.368 -0.86 1.38 0.24 -0.19
C 6.032 -3.908 -1.900 -0.82 -2.00 -1.12 -0.23
C 6.193 -2.919 -0.808 -1.06 -0.57 0.90 -0.20
H 2.657 -3.172 -1.514 -0.09 -0.51 0.35 0.10
H 3.368 -4.699 -0.635 -1.01 -0.13 -0.47 0.10
H 4.207 -4.952 -2.865 0.73 -0.09 -0.11 0.12
H 4.345 -3.211 -3.049 0.11 -0.11 -0.40 0.10
H 6.621 -3.662 -2.784 0.10 -0.02 0.09 0.11
H 6.351 -4.896 -1.565 0.14 -0.05 0.00 0.11
H 6.455 -1.949 -1.229 -0.30 0.17 0.67 0.08
H 6.857 -3.276 -0.021 0.19 0.35 -0.16 0.10
O -0.986 -2.490 7.810 -2.85 0.49 -1.61 -0.38
S -2.282 -2.062 7.168 1.78 1.54 2.11 0.76
O -3.581 -2.518 7.694 1.76 -0.21 -1.11 -0.37
C -2.376 -0.186 7.255 -0.33 -0.48 -0.41 -0.20
C -2.070 0.323 5.828 -0.89 -0.40 1.62 -0.23
C -1.395 -0.736 4.939 -1.04 -0.69 0.49 -0.21
C -2.127 -2.069 5.300 -0.77 0.50 1.61 -0.18
H -1.825 0.299 8.061 0.48 -0.68 -0.04 0.09
H -3.425 0.046 7.435 0.01 -0.36 0.32 0.09
H -3.090 0.405 5.451 0.07 0.24 -0.66 0.11
H -1.728 1.354 5.925 0.64 -0.29 -0.59 0.08
H -0.329 -0.944 5.030 -0.15 0.76 -0.14 0.08
H -1.745 -0.379 3.971 0.90 -0.72 -0.49 0.10
H -1.738 -3.051 5.030 0.23 0.39 -0.27 0.09
H -3.202 -2.012 5.127 -0.04 -0.09 -0.71 0.09
O 1.273 0.884 5.141 -0.58 1.78 -0.12 -0.32
S 0.835 2.265 4.888 0.81 -0.66 1.32 0.70
O -0.372 2.518 4.138 0.16 -0.40 -0.41 -0.33
C 0.699 3.290 6.400 -0.96 -0.32 0.23 -0.20
C 1.931 4.159 6.482 1.00 1.44 0.85 -0.23
C 3.029 3.784 5.499 -0.56 -1.34 -0.81 -0.18
C 2.219 3.206 4.284 1.13 0.66 -0.75 -0.21
H 0.365 2.736 7.277 0.94 -0.65 0.05 0.11
H -0.202 3.895 6.295 0.11 0.16 -0.67 0.07
H 1.671 5.192 6.253 -0.35 0.02 -0.09 0.12
H 2.400 4.242 7.462 -0.40 -0.34 0.27 0.12
H 3.732 3.076 5.938 -0.42 -0.70 -0.12 0.11
H 3.728 4.588 5.269 -0.66 0.41 -0.43 0.12
H 2.797 2.658 3.540 0.03 -0.49 0.35 0.11
H 1.753 3.974 3.666 -0.13 0.49 0.28 0.10
O 3.553 0.683 -5.222 2.62 0.14 1.43 -0.36
S 4.866 0.966 -4.573 0.06 1.03 -1.66 0.74
O 6.115 1.006 -5.395 -2.24 -0.91 1.51 -0.36
C 4.878 2.550 -3.752 -0.01 -0.87 1.77 -0.22
C 5.823 2.299 -2.527 0.48 -0.04 -0.27 -0.20
C 5.390 0.965 -1.826 1.22 1.48 -0.23 -0.22
C 5.112 0.035 -2.974 -1.34 -1.35 -1.11 -0.23
H 3.941 2.613 -3.200 -0.59 0.41 -0.70 0.10
H 5.031 3.351 -4.476 0.22 -0.11 0.31 0.11
H 6.860 2.066 -2.765 0.05 0.49 -0.74 0.11
H 5.871 3.173 -1.876 -0.32 -0.10 0.10 0.11
H 4.617 1.069 -1.065 -0.40 -0.11 -0.53 0.10
H 6.276 0.663 -1.267 -0.07 -0.30 0.02 0.11
H 4.178 -0.499 -2.797 -0.13 -0.02 -0.23 0.09
H 5.826 -0.736 -3.261 0.43 0.23 0.38 0.10
O -2.568 6.542 1.927 1.16 -1.16 1.11 -0.35
S -1.865 5.395 2.519 1.76 -1.40 -1.21 0.77
O -0.545 4.897 1.943 -3.25 1.67 1.48 -0.40
C -1.663 5.534 4.417 0.10 -1.62 0.05 -0.15
C -2.726 4.554 5.044 0.44 0.63 0.44 -0.24
C -3.690 4.176 4.007 -2.37 -0.82 -2.75 -0.25
C -3.050 3.940 2.578 1.62 1.67 1.27 -0.16
H -1.601 6.568 4.756 -0.71 -0.03 -0.23 0.10
H -0.721 5.075 4.719 0.36 0.24 -0.87 0.05
H -2.439 3.572 5.421 1.51 0.48 0.29 0.09
H -3.303 5.023 5.841 0.26 0.17 0.11 0.12
H -4.453 4.952 4.055 -0.20 0.07 -1.11 0.12
H -4.236 3.259 4.232 0.07 -0.08 0.34 0.11
H -3.598 3.883 1.637 -0.53 0.54 0.45 0.10
H -2.322 3.131 2.524 -0.16 -0.30 0.59 0.06
O -1.222 -2.539 -2.769 1.27 -1.48 0.90 -0.37
S -1.059 -3.627 -1.771 -0.31 -0.21 -0.46 0.76
O 0.193 -4.400 -1.512 -2.10 1.82 -0.80 -0.35
C -1.735 -2.988 -0.214 -1.13 -0.31 -0.88 -0.20
C -2.922 -3.959 0.169 1.87 -0.06 0.47 -0.17
C -2.925 -5.219 -0.742 -0.21 0.58 0.07 -0.22
C -2.444 -4.819 -2.106 1.28 1.29 -0.48 -0.23
H -2.246 -2.049 -0.423 0.70 0.15 -0.30 0.07
H -0.889 -2.837 0.457 -0.36 -0.31 0.29 0.07
H -2.647 -4.212 1.192 -0.77 -0.37 0.12 0.11
H -3.884 -3.446 0.138 0.23 0.08 -0.01 0.11
H -3.965 -5.512 -0.887 0.17 -0.71 0.51 0.12
H -2.253 -5.967 -0.322 -0.45 -0.27 -0.01 0.12
H -3.155 -4.199 -2.653 -0.14 0.03 0.11 0.10
H -2.063 -5.566 -2.801 0.01 -0.23 0.36 0.11
O 1.665 -3.532 1.501 -1.30 0.67 1.35 -0.33
S 1.173 -2.785 2.661 -0.14 2.80 2.32 0.78
O -0.191 -2.205 2.775 1.24 -1.63 -0.97 -0.37
C 1.689 -3.581 4.265 1.44 -2.69 -2.41 -0.23
C 2.503 -2.714 5.139 -1.68 2.62 0.26 -0.20
C 3.212 -1.731 4.151 0.81 -0.90 1.26 -0.20
C 2.314 -1.364 3.061 -1.08 0.34 -2.94 -0.25
H 2.497 -4.085 3.734 -0.09 -1.38 -0.06 0.09
H 1.038 -4.312 4.744 -0.28 0.31 -0.35 0.12
H 1.693 -2.256 5.706 0.56 1.04 0.70 0.10
H 3.158 -3.194 5.867 0.01 -0.32 -0.49 0.13
H 4.033 -2.290 3.702 0.43 0.15 0.28 0.11
H 3.534 -0.790 4.597 0.35 -0.35 0.36 0.12
H 2.782 -1.223 2.087 0.70 -0.26 0.01 0.07
H 1.867 -0.379 3.188 -1.05 -0.64 0.51 0.07
```
Positions in Å, forces in eV/Å.

=====

C46H78F9N5O5S | wB97M-V/def2-TZVPD

largest force on an atom	1.87	eV/A
charge	0
SMILES	CCCN[C@@](F)(CCC(=O)Nc1ccccc1)O[C@@](S)(N=C=O)[C@@H](CCOCC(F)(F)C(F)(F)C(F)(F)C(F)F)N(CC=O)N=C(C)C.CCCCCC.CCCCCC.CCCCCC
HOMO energy	-8.5	eV
orbital gap	8.9	eV

Geometry as XYZ:
```
144
Properties=species:S:1:pos:R:3:forces:R:3:lowdin_charge:R:1
C 1.570 9.481 2.702 -0.05 -0.04 0.25 -0.10
C 1.325 8.116 3.374 -0.59 0.36 -0.68 -0.24
C 0.570 7.209 2.393 -0.39 0.68 0.18 -0.22
N -0.107 6.071 3.041 0.88 -0.72 0.13 0.05
C 0.542 4.797 2.795 -0.84 1.44 -0.85 -0.53
F -0.060 3.920 3.660 0.31 -0.21 0.14 0.06
C 0.298 4.389 1.324 0.25 -0.65 0.33 -0.06
C -0.359 3.010 1.162 -0.18 0.00 -0.23 -0.10
C -0.132 2.537 -0.265 -0.50 -0.11 -0.04 -0.44
O -0.920 2.810 -1.127 0.15 -0.05 -0.10 0.13
N 1.066 1.785 -0.581 -0.01 -0.04 0.77 0.12
C 1.232 0.552 0.134 0.29 0.64 -0.38 -0.26
C 2.521 0.031 0.217 -0.13 -0.16 0.09 -0.03
C 2.723 -1.152 0.899 0.45 0.07 -0.23 -0.08
C 1.672 -1.814 1.501 -0.13 -0.68 0.48 -0.12
C 0.390 -1.313 1.417 -0.02 0.55 -0.35 -0.08
C 0.180 -0.129 0.719 -0.49 0.03 0.08 -0.03
O 1.925 4.950 3.081 -0.32 -0.83 0.49 -0.05
C 2.673 3.828 3.459 0.78 0.48 0.03 -0.67
S 2.567 3.483 5.276 0.05 0.09 0.26 0.91
N 2.356 2.655 2.636 -0.58 0.05 0.49 0.17
C 2.278 1.559 3.180 0.75 0.34 -0.41 -0.34
O 2.322 0.494 3.614 -0.42 -0.38 0.14 0.21
C 4.177 4.135 3.129 0.05 0.27 -0.25 -0.26
C 4.270 4.689 1.686 -0.33 -0.78 -0.04 -0.09
C 5.369 4.035 0.864 -0.32 0.78 -0.50 -0.19
O 5.063 2.653 0.751 0.24 -0.15 0.28 -0.12
C 6.046 1.899 0.105 -0.30 0.11 -0.20 -0.09
C 7.301 1.676 0.976 -0.07 0.58 -0.70 -0.38
F 7.011 1.868 2.280 0.02 -0.26 0.00 0.13
F 8.214 2.640 0.642 -0.09 -0.12 0.17 0.11
C 8.001 0.297 0.740 0.54 -0.03 0.45 -0.34
F 7.459 -0.342 -0.315 -0.20 0.16 0.08 0.14
F 9.308 0.501 0.437 -0.18 -0.10 0.03 0.14
C 7.991 -0.666 1.961 -0.17 -0.60 -0.06 -0.36
F 8.253 -1.912 1.471 0.02 0.19 0.07 0.13
F 6.772 -0.731 2.530 0.11 0.26 -0.12 0.15
C 9.113 -0.399 2.990 0.40 -0.19 -0.27 -0.29
F 8.797 -0.976 4.164 -0.19 0.18 -0.02 0.11
F 9.333 0.921 3.172 -0.19 -0.09 0.16 0.11
N 4.878 4.900 4.156 -0.30 -0.30 -0.10 -0.16
C 6.322 4.970 3.945 0.02 0.41 0.40 -0.12
C 6.815 6.199 3.185 0.24 -0.07 -0.32 -0.24
O 7.927 6.633 3.338 0.02 -0.08 0.16 0.06
N 4.347 6.221 4.281 0.34 0.19 -0.13 0.11
C 4.457 6.725 5.446 -0.14 -0.10 0.26 -0.36
C 4.912 5.999 6.688 0.39 0.33 0.18 -0.02
C 4.125 8.192 5.606 0.43 -0.56 -0.36 -0.03
H 1.661 9.375 1.620 0.30 0.03 0.02 0.07
H 2.445 9.986 3.112 0.09 -0.05 -0.16 0.06
H 0.729 10.156 2.869 -0.06 -0.09 -0.02 0.07
H 0.629 8.297 4.198 0.33 -0.19 0.34 0.11
H 2.248 7.651 3.709 -0.08 -0.12 0.11 0.07
H 1.233 6.910 1.581 0.01 -0.27 0.08 0.12
H -0.205 7.836 1.939 -0.01 -0.10 -0.10 0.12
H -0.048 6.197 4.049 -0.13 0.14 -0.03 0.12
H 1.265 4.399 0.818 -0.06 0.09 -0.04 0.11
H -0.355 5.124 0.865 0.10 0.12 -0.03 0.13
H 0.000 2.285 1.884 0.20 0.04 -0.03 0.09
H -1.437 3.098 1.289 0.01 0.04 0.05 0.13
H 1.852 2.376 -0.315 0.11 -0.05 -0.23 0.12
H 3.346 0.549 -0.256 -0.05 0.05 0.00 0.10
H 3.726 -1.561 0.952 -0.04 -0.02 0.08 0.11
H 1.853 -2.730 2.051 0.04 0.02 -0.05 0.11
H -0.470 -1.783 1.874 0.15 -0.20 0.07 0.11
H -0.828 0.268 0.653 0.01 0.00 -0.06 0.12
H 1.353 3.992 5.539 0.03 -0.17 -0.37 -0.11
H 4.652 3.151 3.124 0.04 0.03 0.09 0.14
H 3.347 4.405 1.174 0.02 0.16 -0.03 0.10
H 4.323 5.774 1.651 0.08 0.03 0.17 0.11
H 5.331 4.477 -0.143 0.14 -0.05 0.02 0.14
H 6.373 4.233 1.245 0.04 -0.27 0.16 0.11
H 6.377 2.406 -0.810 0.15 -0.10 0.02 0.15
H 5.587 0.962 -0.203 0.05 -0.06 0.26 0.13
H 10.024 -0.868 2.610 0.01 0.14 0.03 0.17
H 6.686 4.066 3.458 -0.07 -0.03 -0.10 0.12
H 6.845 5.016 4.906 -0.01 -0.04 -0.04 0.11
H 6.151 6.690 2.454 -0.20 -0.16 0.06 0.11
H 4.101 5.434 7.146 -0.14 -0.03 -0.18 0.07
H 5.254 6.737 7.416 -0.07 -0.06 0.04 0.08
H 5.738 5.313 6.522 -0.13 -0.08 -0.10 0.06
H 3.162 8.340 6.093 0.00 0.08 0.04 0.09
H 4.921 8.630 6.209 -0.16 0.18 0.10 0.08
H 4.156 8.648 4.619 -0.28 0.16 0.08 0.07
C -2.674 -7.663 1.824 0.10 0.02 0.06 -0.11
C -2.103 -6.269 2.069 -0.11 -0.04 0.00 -0.27
C -2.512 -5.250 1.007 0.04 0.07 0.01 -0.22
C -2.033 -5.569 -0.410 -0.06 -0.09 -0.03 -0.23
C -0.522 -5.726 -0.563 0.01 0.13 -0.09 -0.26
C 0.253 -4.457 -0.221 0.04 -0.22 -0.02 -0.11
H -2.311 -8.089 0.887 -0.02 0.00 -0.01 0.06
H -2.386 -8.344 2.626 -0.03 -0.02 -0.01 0.07
H -3.765 -7.634 1.785 0.00 0.00 -0.04 0.07
H -1.013 -6.327 2.139 0.00 0.03 -0.01 0.10
H -2.451 -5.913 3.042 0.03 0.01 0.01 0.10
H -2.144 -4.263 1.303 0.00 0.00 -0.02 0.10
H -3.604 -5.170 0.995 0.00 -0.01 0.01 0.11
H -2.377 -4.771 -1.077 0.02 -0.01 -0.02 0.11
H -2.521 -6.483 -0.762 -0.02 0.01 0.00 0.09
H -0.309 -6.000 -1.600 0.00 -0.04 0.01 0.10
H -0.161 -6.555 0.052 -0.03 -0.01 0.00 0.10
H -0.069 -3.620 -0.845 -0.01 0.03 0.05 0.08
H 1.322 -4.604 -0.385 0.01 0.06 0.01 0.07
H 0.118 -4.175 0.823 -0.02 0.02 -0.01 0.05
C -5.524 -5.038 -3.176 -0.13 -0.04 -0.11 -0.10
C -5.798 -6.487 -3.572 0.03 0.07 0.10 -0.26
C -4.616 -7.418 -3.313 -0.02 -0.11 -0.02 -0.23
C -3.345 -7.088 -4.096 0.03 0.09 0.04 -0.23
C -3.505 -7.064 -5.615 0.05 -0.11 0.00 -0.27
C -3.920 -8.409 -6.204 -0.04 0.11 -0.06 -0.11
H -4.708 -4.608 -3.759 0.01 0.02 0.03 0.07
H -6.411 -4.426 -3.347 0.04 0.06 0.02 0.06
H -5.265 -4.967 -2.117 0.05 0.01 -0.01 0.07
H -6.092 -6.530 -4.625 0.01 -0.02 0.00 0.09
H -6.656 -6.851 -3.001 -0.01 -0.02 -0.03 0.11
H -4.922 -8.446 -3.531 0.02 0.00 0.00 0.10
H -4.377 -7.398 -2.245 -0.02 0.01 0.01 0.10
H -2.578 -7.824 -3.833 0.01 0.00 -0.02 0.11
H -2.957 -6.120 -3.767 0.00 -0.01 0.02 0.10
H -2.550 -6.768 -6.057 -0.02 0.04 0.00 0.10
H -4.227 -6.296 -5.909 0.00 0.01 0.02 0.09
H -3.195 -9.185 -5.951 -0.02 -0.02 0.03 0.07
H -3.981 -8.351 -7.292 0.00 -0.04 0.00 0.07
H -4.899 -8.725 -5.839 0.01 -0.02 0.01 0.06
C -10.775 -0.547 -6.557 0.04 -0.01 -0.12 -0.11
C -10.507 -1.879 -7.251 -0.08 0.03 0.08 -0.27
C -10.197 -3.018 -6.281 0.02 -0.06 -0.04 -0.23
C -8.940 -2.820 -5.432 -0.02 0.07 0.03 -0.23
C -7.653 -2.603 -6.227 0.04 -0.14 0.05 -0.27
C -7.279 -3.789 -7.111 0.06 0.14 -0.02 -0.11
H -9.903 -0.198 -6.002 -0.01 0.00 0.02 0.06
H -11.027 0.223 -7.287 -0.01 0.02 0.03 0.07
H -11.611 -0.633 -5.860 0.02 0.00 0.03 0.07
H -9.691 -1.761 -7.968 0.01 -0.03 0.00 0.10
H -11.389 -2.155 -7.835 0.02 -0.01 -0.03 0.10
H -10.112 -3.951 -6.847 0.01 0.00 0.01 0.10
H -11.050 -3.154 -5.609 -0.01 0.01 -0.01 0.11
H -8.816 -3.697 -4.788 0.02 0.00 -0.01 0.10
H -9.086 -1.972 -4.757 -0.01 -0.01 0.00 0.10
H -6.838 -2.424 -5.520 0.00 0.04 -0.01 0.10
H -7.730 -1.700 -6.838 -0.03 0.01 0.02 0.10
H -7.162 -4.697 -6.515 -0.03 -0.02 -0.01 0.06
H -6.333 -3.598 -7.621 0.00 -0.06 -0.02 0.07
H -8.032 -3.978 -7.877 0.00 -0.03 0.01 0.07
```
Positions in Å, forces in eV/Å.